DFT (the ωB97M-V functional and the def2-TZVPD basis) results for a 15-piece molecular cluster, C51H105N3O36 overall.

Last columns: bonded neighbours and bond lengths (Å).
CARTESIAN COORDINATES (ANGSTROEM)
1 O 4.76 8.80 -3.92  C51 1.336, C86 1.430
2 O -8.50 4.57 -4.05  C45 1.340, C61 1.418
3 O -5.48 -7.86 -7.13  C75 1.395, C80 1.412
4 O 6.67 4.03 11.19  C63 1.484, C69 1.416
5 O -2.15 1.84 1.24  C49 1.425, C68 1.406
6 O 8.17 -6.80 3.75  C54 1.410, C88 1.377
7 O 0.71 1.78 -8.48  C82 1.249
8 O 2.49 3.00 -9.28  C82 1.377, C90 1.413
9 O 6.66 -5.24 1.40  C55 1.428, C56 1.482
10 O -7.89 4.53 -2.03  C45 1.328, C73 1.462
11 O -2.71 5.50 -3.55  C48 1.372, C70 1.410
12 O 4.31 -1.37 7.62  C77 1.332, C89 1.477
13 O 2.01 5.14 7.53  C43 1.394, C79 1.380
14 O -4.61 -7.03 -5.12  C75 1.273
15 O 8.91 -9.37 5.33  C40 1.404, C64 1.449
16 O -9.04 0.40 0.53  C62 1.434, C81 1.384
17 O -6.11 -4.49 5.63  C50 1.323, C52 1.414
18 O 5.16 7.25 -5.61  C51 1.240
19 O 5.41 -1.72 -9.52  C84 1.239
20 O -0.46 -2.28 -2.68  C67 1.430, C72 1.470
21 O 3.34 -3.26 6.74  C77 1.225
22 O -10.68 1.43 -0.58  C62 1.331, C78 1.433
23 O 3.98 4.00 9.42  C47 1.450, C58 1.416
24 O 6.08 -3.86 -10.15  C59 1.427, C84 1.362
25 O 4.07 6.80 -3.67  C51 1.328, C53 1.372
26 O -10.84 -0.79 -0.40  C62 1.186
27 O -0.83 -0.63 -0.17  C71 1.419, C83 1.505
28 O 3.15 -1.14 5.88  C66 1.346, C77 1.340
29 O -1.71 6.21 -1.75  C42 1.416, C48 1.316
30 O -0.77 6.72 -3.78  C48 1.242
31 O -5.86 -2.25 5.39  C50 1.215
32 O -5.85 -3.39 7.33  C41 1.442, C50 1.276
33 O -3.91 -6.26 -7.17  C75 1.324, C85 1.408
34 O -8.05 6.59 -3.01  C45 1.238
35 O 0.44 3.48 -10.00  C57 1.409, C82 1.336
36 O 4.65 -3.65 -8.49  C60 1.397, C84 1.368
37 N -3.03 3.06 9.18  C46 1.172
38 N -5.61 -1.41 -3.75  C74 1.150
39 N 2.94 -7.41 -4.16  C44 1.143
40 C 7.65 -9.69 4.78  O15 1.404, H95 1.090, H118 1.090, H172 1.090
41 C -5.81 -2.20 8.14  O32 1.442, H143 1.090, H153 1.090, H183 1.090
42 C -0.86 7.01 -0.95  O29 1.416, H123 1.090, H133 1.090, H156 1.090
43 C 1.12 5.86 6.74  O13 1.394, H164 1.090, H171 1.090, H194 1.090
44 C 2.47 -7.99 -3.28  N39 1.143, C87 1.450
45 C -8.09 5.36 -3.04  O2 1.340, O10 1.328, O34 1.238
46 C -2.38 2.22 8.70  N37 1.172, C65 1.424
47 C 5.30 4.50 9.08  O23 1.450, C63 1.576, H132 1.090, H137 1.090
48 C -1.66 6.23 -3.06  O11 1.372, O29 1.316, O30 1.242
49 C -2.56 1.25 0.02  O5 1.425, C83 1.553, H122 1.090, H190 1.090
50 C -5.92 -3.26 6.06  O17 1.323, O31 1.215, O32 1.276
51 C 4.63 7.62 -4.55  O1 1.336, O18 1.240, O25 1.328
52 C -5.93 -4.81 4.26  O17 1.414, H104 1.090, H134 1.090, H193 1.090
53 C 3.53 5.59 -4.01  O25 1.372, H136 1.090, H152 1.090, H188 1.090
54 C 7.30 -5.69 3.79  O6 1.410, C56 1.613, H100 1.090, H185 1.090
55 C 5.73 -5.14 0.32  O9 1.428, H149 1.090, H150 1.090, H174 1.090
56 C 6.11 -5.72 2.70  O9 1.482, C54 1.613, H94 1.090, H178 1.090
57 C -0.92 3.12 -10.09  O35 1.409, H117 1.090, H147 1.090, H168 1.090
58 C 3.04 4.97 9.83  O23 1.416, C79 1.573, H111 1.090, H124 1.090
59 C 6.63 -3.26 -11.32  O24 1.427, H129 1.090, H138 1.090, H192 1.090
60 C 3.65 -3.13 -7.67  O36 1.397, H140 1.090, H162 1.090, H175 1.090
61 C -9.11 5.10 -5.20  O2 1.418, H93 1.090, H103 1.090, H145 1.090
62 C -10.26 0.23 -0.19  O16 1.434, O22 1.331, O26 1.186
63 C 6.50 3.72 9.75  O4 1.484, C47 1.576, H128 1.090, H191 1.090
64 C 9.69 -8.36 4.65  O15 1.449, C88 1.520, H130 1.090, H176 1.090
65 C -1.60 1.22 8.04  C46 1.424, H91 1.090, H135 1.090, H148 1.090
66 C 2.33 -1.48 4.87  O28 1.346, H99 1.090, H110 1.090, H151 1.090
67 C -1.32 -3.01 -1.80  O20 1.430, H106 1.090, H146 1.090, H195 1.090
68 C -3.04 1.48 2.27  O5 1.406, H101 1.090, H167 1.090, H181 1.090
69 C 6.46 5.39 11.54  O4 1.416, H102 1.090, H116 1.090, H159 1.090
70 C -3.03 5.63 -4.92  O11 1.410, H92 1.090, H177 1.090, H182 1.090
71 C -0.13 -0.21 -1.33  O27 1.419, C72 1.561, H115 1.090, H121 1.090
72 C -0.66 -0.82 -2.66  O20 1.470, C71 1.561, H113 1.090, H165 1.090
73 C -7.41 5.07 -0.75  O10 1.462, H109 1.090, H112 1.090, H160 1.090
74 C -5.38 -0.57 -4.51  N38 1.150, C76 1.383
75 C -4.68 -7.00 -6.39  O3 1.395, O14 1.273, O33 1.324
76 C -5.13 0.41 -5.44  C74 1.383, H125 1.090, H163 1.090, H180 1.090
77 C 3.55 -2.06 6.76  O12 1.332, O21 1.225, O28 1.340
78 C -11.83 1.62 -1.42  O22 1.433, H96 1.090, H158 1.090, H189 1.090
79 C 2.59 5.82 8.58  O13 1.380, C58 1.573, H169 1.090, H186 1.090
80 C -6.49 -8.61 -6.49  O3 1.412, H144 1.090, H157 1.090, H184 1.090
81 C -8.30 -0.72 0.89  O16 1.384, H105 1.090, H127 1.090, H187 1.090
82 C 1.15 2.73 -9.16  O7 1.249, O8 1.377, O35 1.336
83 C -2.29 -0.27 -0.11  O27 1.505, C49 1.553, H142 1.090, H161 1.090
84 C 5.41 -2.95 -9.39  O19 1.239, O24 1.362, O36 1.368
85 C -2.96 -5.41 -6.58  O33 1.408, H97 1.090, H108 1.090, H126 1.090
86 C 5.53 9.85 -4.52  O1 1.430, H166 1.090, H170 1.090, H179 1.090
87 C 1.84 -8.70 -2.19  C44 1.450, H98 1.090, H155 1.090, H173 1.090
88 C 9.06 -6.98 4.78  O6 1.377, C64 1.520, H114 1.090, H139 1.090
89 C 5.01 -2.04 8.74  O12 1.477, H107 1.090, H119 1.090, H120 1.090
90 C 3.09 3.83 -10.26  O8 1.413, H131 1.090, H141 1.090, H154 1.090
91 H -1.24 1.40 7.02  C65 1.090
92 H -3.99 5.24 -5.23  C70 1.090
93 H -9.28 6.18 -5.17  C61 1.090
94 H 5.78 -6.75 2.57  C56 1.090
95 H 7.91 -10.15 3.83  C40 1.090
96 H -11.91 2.66 -1.74  C78 1.090
97 H -2.11 -5.91 -6.12  C85 1.090
98 H 1.46 -7.89 -1.58  C87 1.090
99 H 1.75 -0.65 4.48  C66 1.090
100 H 7.80 -4.74 3.64  C54 1.090
101 H -4.06 1.49 1.89  C68 1.090
102 H 5.40 5.61 11.57  C69 1.090
103 H -8.62 4.73 -6.10  C61 1.090
104 H -6.51 -4.07 3.71  C52 1.090
105 H -8.81 -1.26 1.68  C81 1.090
106 H -2.37 -2.74 -1.88  C67 1.090
107 H 5.90 -2.62 8.52  C89 1.090
108 H -3.56 -4.85 -5.87  C85 1.090
109 H -7.96 5.96 -0.45  C73 1.090
110 H 2.98 -1.76 4.04  C66 1.090
111 H 3.33 5.55 10.70  C58 1.090
112 H -7.62 4.40 0.08  C73 1.090
113 H -0.11 -0.33 -3.46  C72 1.090
114 H 9.80 -6.22 4.52  C88 1.090
115 H 0.18 0.83 -1.37  C71 1.090
116 H 6.88 5.76 12.48  C69 1.090
117 H -1.40 3.72 -10.87  C57 1.090
118 H 7.00 -10.42 5.25  C40 1.090
119 H 5.28 -1.24 9.43  C89 1.090
120 H 4.23 -2.61 9.24  C89 1.090
121 H 0.76 -0.78 -1.06  C71 1.090
122 H -2.04 1.71 -0.82  C49 1.090
123 H -1.24 7.01 0.07  C42 1.090
124 H 2.14 4.45 10.17  C58 1.090
125 H -6.11 0.79 -5.76  C76 1.090
126 H -2.57 -4.78 -7.39  C85 1.090
127 H -7.35 -0.35 1.27  C81 1.090
128 H 6.34 2.65 9.60  C63 1.090
129 H 7.19 -4.00 -11.90  C59 1.090
130 H 10.62 -8.34 5.21  C64 1.090
131 H 2.63 4.82 -10.27  C90 1.090
132 H 5.31 5.56 9.31  C47 1.090
133 H -1.03 8.01 -1.34  C42 1.090
134 H -6.47 -5.75 4.14  C52 1.090
135 H -0.75 0.90 8.65  C65 1.090
136 H 2.97 5.63 -4.94  C53 1.090
137 H 5.50 4.26 8.04  C47 1.090
138 H 7.18 -2.33 -11.16  C59 1.090
139 H 8.73 -6.87 5.82  C88 1.090
140 H 3.80 -3.54 -6.67  C60 1.090
141 H 4.09 4.15 -9.98  C90 1.090
142 H -2.69 -0.74 0.79  C83 1.090
143 H -4.92 -1.58 8.13  C41 1.090
144 H -6.57 -9.63 -6.87  C80 1.090
145 H -10.06 4.56 -5.18  C61 1.090
146 H -1.14 -4.05 -2.08  C67 1.090
147 H -1.48 3.40 -9.20  C57 1.090
148 H -2.15 0.29 7.90  C65 1.090
149 H 5.12 -4.25 0.47  C55 1.090
150 H 6.19 -4.94 -0.64  C55 1.090
151 H 1.64 -2.24 5.25  C66 1.090
152 H 2.83 5.45 -3.18  C53 1.090
153 H -6.01 -2.30 9.21  C41 1.090
154 H 2.90 3.41 -11.24  C90 1.090
155 H 1.01 -9.20 -2.69  C87 1.090
156 H 0.17 6.64 -0.96  C42 1.090
157 H -6.29 -8.80 -5.43  C80 1.090
158 H -12.73 1.41 -0.83  C78 1.090
159 H 7.01 5.89 10.74  C69 1.090
160 H -6.37 5.40 -0.71  C73 1.090
161 H -2.79 -0.72 -0.97  C83 1.090
162 H 2.68 -3.38 -8.10  C60 1.090
163 H -4.56 1.14 -4.87  C76 1.090
164 H 0.59 6.63 7.29  C43 1.090
165 H -1.70 -0.54 -2.81  C72 1.090
166 H 6.55 9.60 -4.82  C86 1.090
167 H -2.95 0.47 2.66  C68 1.090
168 H -1.15 2.06 -10.19  C57 1.090
169 H 3.41 6.35 8.09  C79 1.090
170 H 5.65 10.75 -3.92  C86 1.090
171 H 0.39 5.08 6.51  C43 1.090
172 H 7.04 -8.79 4.70  C40 1.090
173 H 2.54 -9.28 -1.58  C87 1.090
174 H 5.00 -5.95 0.27  C55 1.090
175 H 3.73 -2.04 -7.70  C60 1.090
176 H 9.93 -8.78 3.67  C64 1.090
177 H -2.15 5.22 -5.42  C70 1.090
178 H 5.19 -5.22 2.98  C56 1.090
179 H 4.99 10.26 -5.38  C86 1.090
180 H -4.45 0.04 -6.21  C76 1.090
181 H -3.02 2.20 3.09  C68 1.090
182 H -2.94 6.68 -5.20  C70 1.090
183 H -6.60 -1.54 7.78  C41 1.090
184 H -7.38 -8.04 -6.74  C80 1.090
185 H 6.75 -5.67 4.73  C54 1.090
186 H 1.92 6.52 9.08  C79 1.090
187 H -8.04 -1.36 0.05  C81 1.090
188 H 4.24 4.76 -4.02  C53 1.090
189 H -11.82 0.97 -2.29  C78 1.090
190 H -3.64 1.38 -0.13  C49 1.090
191 H 7.48 3.85 9.29  C63 1.090
192 H 5.74 -2.98 -11.89  C59 1.090
193 H -4.89 -4.80 3.96  C52 1.090
194 H 1.63 6.25 5.86  C43 1.090
195 H -1.11 -3.02 -0.73  C67 1.090

E: -132754.766 eV
Charge: 0
Lowest unoccupied orbital energy: -0.05 eV

Here are the Löwdin charges for atoms 1 to 6, given in e: 0.008 -0.017 -0.033 -0.208 -0.157 -0.154